<w>
DFT (wB97M-V/def2-TZVPD) results for an isolated molecule of C4H8N4.

Each line ends with the Mulliken charge.
Element x y z (Å)
C  -1.88560  0.41251  -0.68246  0.572
C  0.05124  -0.48921  -0.11199  -0.018
C  2.27899  0.42868  0.62244  -0.367
C  2.12441  -1.00357  1.15844  -0.409
H  -3.40922  1.15839  -1.60736  0.269
H  -1.99708  1.97133  -2.02526  0.210
H  -2.11318  -1.25449  0.27567  0.201
H  -0.44435  -1.39315  0.20486  0.319
H  1.84855  1.27551  1.14115  0.228
H  3.14399  0.73053  0.05474  0.214
H  2.91993  -1.70929  1.02343  0.265
H  1.60098  -1.03713  2.12714  0.261
N  -2.48634  1.37750  -1.41821  -0.362
N  -2.62758  -0.49522  -0.11240  -0.743
N  -0.45001  0.57487  -0.59556  -0.453
N  1.44527  -0.54725  -0.05464  -0.185

- HOMO-LUMO gap: 9.5634 eV
- SMILES string: [H]/N=C(N)\N=C\N1CC1
- HOMO energy: -8.78 eV


<x>
DFT (wB97M-V/def2-TZVPD) results for C4H8N4 as an isolated structure.

Each line ends with the Mulliken charge.
Element x y z (Å)
C  -2.26904  -0.72416  0.25265  -0.810
C  -0.78766  -0.26725  0.07098  0.570
C  0.61535  1.83462  -0.22974  0.007
C  1.36173  -1.23309  -0.34410  -0.096
H  -2.29218  -0.85345  1.68273  0.229
H  -2.54811  -2.01817  -0.46875  0.284
H  -2.86503  0.51821  -0.30117  0.171
H  -1.48649  2.00987  0.26502  0.328
H  0.95517  2.70438  -1.06502  0.273
H  1.30967  0.88755  1.15799  0.271
H  1.33140  -1.62560  -1.45227  0.255
H  3.16129  -1.50817  -0.37822  0.272
N  -0.56908  1.11907  -0.14429  -0.337
N  1.61409  1.69639  0.47389  -0.488
N  0.04875  -1.26423  0.05204  -0.379
N  2.42014  -1.27597  0.42824  -0.550

- HOMO-LUMO gap: 9.3056 eV
- HOMO energy: -9.50 eV


<y>
DFT (wB97M-V/def2-TZVPD) results for an isolated molecule of C4H8N4.

Each line ends with the Mulliken charge.
Element x y z (Å)
C  1.32148  -0.69417  0.13201  -0.472
C  -1.61638  -0.70368  -0.29970  -0.029
C  -1.29462  0.75374  -0.10915  -0.583
C  1.58264  0.80797  0.12974  -0.106
H  0.78373  -0.96214  1.11967  0.358
H  2.24387  -1.23070  0.04743  0.379
H  0.92195  -2.31055  -1.04130  0.288
H  -2.62905  -1.05292  -0.13469  0.397
H  -0.79121  1.09426  -1.08106  0.310
H  -2.21766  1.26262  -0.09497  0.418
H  -0.88222  2.01724  1.44458  0.319
H  2.56831  1.16564  -0.24540  0.363
N  0.49933  -1.37988  -0.93500  -0.282
N  -0.84062  -1.66548  -0.59906  -0.535
N  -0.48021  1.20358  1.03986  -0.275
N  0.83068  1.69446  0.62705  -0.551

- HOMO-LUMO gap: 9.7034 eV
- SMILES string: C1=N\NC/C=N\NC/1
- HOMO energy: -8.70 eV


Quick one: least stable of them? <x>


<w>
DFT (wB97M-V/def2-TZVPD) results for C4H8N4 as an isolated structure.

Each line ends with the Mulliken charge.
Element x y z (Å)
C  -0.36291  0.67143  0.49057  0.281
C  1.41287  0.29604  -0.57156  0.405
N  -1.07415  1.66400  -0.15875  -0.441
N  -0.59689  -2.24778  0.25383  -0.420
C  0.95529  -0.88713  -1.01297  -0.752
C  -0.36679  -1.12071  -0.46425  -0.006
N  -0.29777  0.47395  1.74273  -0.619
N  2.35618  1.04162  -0.26009  -0.599
H  -1.46773  2.41904  0.38934  0.204
H  -0.82207  1.89042  -1.10715  0.220
H  -0.77420  1.19222  2.29845  0.211
H  2.18999  2.04267  -0.27953  0.259
H  -1.53511  -2.58313  0.40620  0.243
H  0.12628  -2.53369  0.89705  0.239
H  1.49669  -1.58339  -1.64229  0.405
H  -1.23968  -0.73556  -0.98155  0.371

- HOMO-LUMO gap: 8.5352 eV
- HOMO energy: -8.15 eV


<x>
DFT (wB97M-V/def2-TZVPD) results for an isolated molecule of C4H8N4.

Each line ends with the Mulliken charge.
Element x y z (Å)
C  0.20525  1.16670  -1.25017  -0.161
C  -0.24200  -0.71295  0.32103  0.754
C  -1.41478  -1.15982  1.20988  -0.008
C  -1.31237  -2.08499  2.11711  -0.801
H  1.73532  3.21755  -1.77190  0.228
H  3.01232  2.09975  -2.00583  0.266
H  -0.33692  1.90246  -1.92302  0.289
H  -1.51229  0.67939  -0.54171  0.228
H  0.76869  -2.17979  0.88158  0.242
H  -2.28029  -0.47044  1.05683  0.158
H  -0.32278  -2.70021  2.29741  0.097
H  -2.10532  -2.49694  2.82463  0.241
N  1.97969  2.27573  -2.00054  -0.575
N  1.50127  1.40954  -1.10690  -0.243
N  -0.58566  0.30219  -0.51990  -0.082
N  0.90987  -1.24816  0.41151  -0.634

- HOMO-LUMO gap: 8.7401 eV
- SMILES string: [H]/N=C(\C=C)N/C=N/N
- HOMO energy: -8.04 eV


Quick one: least stable of them? <w>


<w>
DFT (wB97M-V/def2-TZVPD) results for a 3-piece molecular cluster, C3H10O3 overall.

Each line ends with the Löwdin spin population.
Element x y z (Å)
C  1.56132  -0.73214  -0.48011  0.040
C  0.41733  -1.02158  0.20132  0.044
O  -0.19448  -0.19209  1.04687  0.098
C  -0.05250  -2.44685  0.33062  0.013
H  2.29961  -0.04553  -0.09173  0.014
H  1.67132  -1.04732  -1.51467  0.003
H  -0.22455  0.70691  0.67152  0.028
H  -0.62169  -2.71704  -0.57831  0.003
H  0.71461  -3.19757  0.25142  0.000
H  -0.83372  -2.52799  1.08138  0.001
H  0.55674  3.32650  0.48195  0.138
H  -0.26823  3.26412  1.74555  0.118
O  0.07449  2.67044  1.04601  0.359
H  -1.51201  0.74187  -1.89809  0.013
H  -1.49679  1.86016  -0.85620  0.039
O  -2.09146  1.35812  -1.43752  0.088

- HOMO-LUMO gap (alpha / beta): 2.9503 / 8.3645 eV
- Spin multiplicity: 2
- Total charge: -1
- HOMO energy (alpha / beta): 0.55 / -4.97 eV


<x>
DFT (wB97M-V/def2-TZVPD) results for a 3-piece molecular cluster, C3H10O3 overall.

Each line ends with the Löwdin spin population.
Element x y z (Å)
O  1.59713  -0.35850  0.67891  0.322
C  1.17732  0.77146  0.45802  0.416
C  -0.29725  1.10524  0.55711  0.076
C  -0.88519  1.60767  -0.73853  0.059
H  1.78093  1.62342  0.28578  0.056
H  -0.47283  1.66890  1.47552  0.027
H  -0.85871  0.16901  0.72556  0.001
H  -0.61304  2.60619  -1.12128  0.005
H  -1.95500  1.64928  -0.68920  0.011
H  -0.71459  0.87152  -1.57696  0.009
H  0.21553  -1.46526  1.46723  0.001
H  -0.51174  -2.59364  0.75259  0.001
O  -0.46051  -2.14449  1.58124  0.001
H  0.79887  -1.06602  -1.02032  0.008
H  0.91871  -2.52212  -1.58969  0.000
O  0.28039  -1.92265  -1.24599  0.007

- HOMO-LUMO gap (alpha / beta): 3.8195 / 7.7476 eV
- Spin multiplicity: 2
- Total charge: -1
- HOMO energy (alpha / beta): 0.25 / -3.75 eV


Quick one: least stable of them? <w>


<w>
DFT (wB97M-V/def2-TZVPD) results for a 2-piece molecular cluster, C2H9N2O overall.

Each line ends with the Mulliken charge.
Element x y z (Å)
N  1.21324  0.54751  -2.99114  -0.612
H  1.26231  1.42566  -2.49289  0.208
H  0.69170  0.70557  -3.84635  0.202
H  2.13354  0.23906  -3.27880  0.194
C  -1.14488  -0.78341  2.02066  -0.325
O  -1.28298  -0.66157  3.34675  -0.869
C  -0.14809  0.22570  1.39415  -0.592
N  0.13027  0.05919  -0.04065  -0.418
H  -0.77185  -1.79876  1.67396  0.122
H  -2.10740  -0.62471  1.44687  0.118
H  -0.57156  1.22120  1.55707  0.265
H  0.77958  0.15070  1.96585  0.292
H  -0.73442  0.13963  -0.55711  0.214
H  0.55054  -0.84576  -0.19837  0.201

- HOMO-LUMO gap: 5.4572 eV
- Total charge: -1
- HOMO energy: -1.99 eV


<x>
DFT (wB97M-V/def2-TZVPD) results for a 2-piece molecular cluster, C2H9N2O overall.

Each line ends with the Mulliken charge.
Element x y z (Å)
C  0.89008  -2.52092  0.30283  -0.650
O  0.72277  -1.21579  0.64783  -0.821
H  0.79238  -2.71948  -0.77429  0.205
H  1.89000  -2.95320  0.56853  0.176
H  0.17622  -3.22902  0.78718  0.156
N  -0.60334  2.06685  0.87611  -0.711
C  -0.89925  1.69135  -0.53775  -0.280
N  0.03330  0.78921  -1.11694  -0.661
H  -1.33743  1.77727  1.50722  0.242
H  0.21717  1.52172  1.13021  0.313
H  -1.88225  1.22595  -0.57818  0.258
H  -0.99184  2.61899  -1.11357  0.219
H  1.00009  1.07340  -1.05068  0.235
H  -0.00790  -0.12634  -0.64849  0.320

- HOMO-LUMO gap: 7.0936 eV
- Total charge: -1
- HOMO energy: -2.58 eV


Quick one: least stable of them? <w>


<w>
DFT (wB97M-V/def2-TZVPD) results for an isolated molecule of C2H5N3S.

Each line ends with the Mulliken charge.
Element x y z (Å)
C  -0.61416  -0.46335  -0.01259  0.012
C  0.67827  0.24314  -0.00642  0.024
H  -3.62625  0.20374  0.24560  0.265
H  -2.93338  -1.25180  0.51705  0.260
H  -0.62008  -1.56004  -0.12748  0.389
H  1.42699  2.12013  0.17812  0.205
H  -0.30632  2.02781  -0.08294  0.265
N  -2.87600  -0.41484  -0.06604  -0.603
N  -1.67888  0.25019  -0.04216  -0.132
N  0.59675  1.56915  0.00871  -0.328
S  2.08633  -0.62813  0.00501  -0.357

- HOMO-LUMO gap: 8.3867 eV
- SMILES string: N/N=C/C(N)=S
- HOMO energy: -8.43 eV


<x>
DFT (wB97M-V/def2-TZVPD) results for an isolated molecule of C2H5N3S.

Each line ends with the Mulliken charge.
Element x y z (Å)
C  -2.22510  -0.06940  -0.24136  0.459
C  0.83127  0.92673  0.62986  -0.799
N  -2.93705  0.47406  0.46267  -0.474
N  1.55387  -1.28977  -0.27634  -0.497
N  -1.22553  -0.62892  -0.82636  -0.580
S  0.37512  -0.80652  0.57675  0.393
H  1.08808  1.12326  -0.41542  0.291
H  1.83744  0.99482  1.10696  0.344
H  0.16353  1.73422  0.97371  0.356
H  1.64756  -2.32376  -0.30393  0.259
H  -1.10918  -0.13471  -1.68654  0.249

- HOMO-LUMO gap (alpha / beta): 8.5479 / 8.5486 eV
- HOMO energy (alpha / beta): -9.25 / -9.25 eV


Quick one: least stable of them? <x>


<w>
DFT (wB97M-V/def2-TZVPD) results for a 2-piece molecular cluster, C2H6OS2 overall.

Each line ends with the Mulliken charge.
Element x y z (Å)
C  1.78224  -0.37293  -0.07527  -0.558
C  1.15480  0.88650  0.24427  -0.891
O  -2.70921  -0.08227  -0.97696  -0.294
S  -2.63428  -1.50450  0.14054  0.004
S  -1.88278  1.27653  -0.69989  0.069
H  2.44963  -0.57168  0.75092  0.267
H  1.12257  -1.25288  0.07416  0.185
H  2.26994  -0.32809  -1.03782  0.272
H  1.18102  1.70668  -0.42475  0.409
H  0.94555  1.20560  1.21492  0.363
H  -3.67949  -0.96297  0.78990  0.174

- HOMO-LUMO gap (alpha / beta): 8.4868 / 6.3704 eV
- HOMO energy (alpha / beta): -8.97 / -7.75 eV


<x>
DFT (wB97M-V/def2-TZVPD) results for a 2-piece molecular cluster, C2H6OS2 overall.

Each line ends with the Mulliken charge.
Element x y z (Å)
S  3.33357  -1.38365  -2.22703  -0.137
S  3.60196  -3.52028  -2.30983  -0.173
H  2.00562  -1.65341  -2.34947  0.157
H  2.60689  -3.81151  -3.15026  0.153
C  -1.21452  2.28430  1.35093  -0.747
C  -1.48326  0.97951  1.26743  0.105
O  -2.66790  0.38086  1.60883  -0.477
H  -0.37322  2.61738  0.75983  0.265
H  -2.01704  2.95992  1.62833  0.246
H  -0.72620  0.20926  1.12578  0.317
H  -3.06590  0.93763  2.29547  0.291

- HOMO-LUMO gap: 8.8561 eV
- SMILES string: C=CO.SS
- HOMO energy: -8.88 eV


<y>
DFT (wB97M-V/def2-TZVPD) results for a 2-piece molecular cluster, C2H6OS2 overall.

Each line ends with the Mulliken charge.
Element x y z (Å)
S  4.29264  1.38005  -0.56350  -0.182
S  4.82232  -0.67015  -0.35662  -0.165
H  3.50489  1.85744  0.46422  0.172
H  4.16192  -1.30584  -1.37555  0.176
C  -5.62607  -1.28189  1.05474  -0.711
C  -6.65101  -0.47879  1.06370  0.115
O  -6.83195  0.23139  -0.08494  -0.527
H  -5.27749  -2.01553  1.84050  0.225
H  -5.00898  -1.67201  0.15962  0.184
H  -7.27893  -0.33900  1.84378  0.373
H  -7.62270  0.82961  -0.24179  0.340

- HOMO-LUMO gap: 8.9927 eV
- SMILES string: C=CO.SS
- HOMO energy: -9.04 eV


Quick one: least stable of them? <w>